1:
20
Properties=species:S:1:pos:R:3 method="wB97M-V/def2-TZVPD" gap_ev=9.547 total_charge=0 e_homo_ev=-8.938 lumo_ev=0.61 smiles="COC(=O)c1ccc(O)cc1O"
C 0.377 -3.516 0.873
C 0.598 -1.216 0.821
C 0.259 0.027 0.208
C 0.409 1.109 1.024
C -0.013 2.391 0.624
C -0.530 2.489 -0.635
C -0.572 1.475 -1.576
C -0.145 0.196 -1.058
H 1.234 -3.458 1.439
H 0.617 -4.147 0.087
H -0.554 -3.924 1.233
H 0.838 0.850 2.011
H 0.250 3.341 1.292
H -0.823 4.382 -0.494
H -0.970 1.535 -2.606
H -0.791 -0.650 -2.649
O 0.023 -2.267 0.298
O 1.260 -1.381 1.948
O -1.134 3.641 -1.016
O -0.329 -0.879 -1.821


2:
20
Properties=species:S:1:pos:R:3 method="wB97M-V/def2-TZVPD" gap_ev=9.215 total_charge=0 e_homo_ev=-8.803 lumo_ev=0.41 smiles="CC(=O)c1c(O)cc(O)cc1O"
C 2.643 -0.855 -1.033
C 1.363 -1.326 -0.407
C 0.246 -0.462 0.032
C -0.932 -1.017 0.625
C -1.943 -0.152 0.937
C -1.972 1.157 0.510
C -0.950 1.757 -0.149
C 0.161 0.912 -0.237
H 3.185 -1.824 -1.404
H 3.153 -0.179 -0.259
H 2.269 -0.206 -1.865
H -0.061 -2.577 0.676
H -2.786 -0.562 1.446
H -3.783 1.578 0.998
H -1.008 2.785 -0.247
H 1.540 2.439 -0.677
O 1.357 -2.596 -0.128
O -0.981 -2.292 0.876
O -2.927 1.990 0.856
O 1.426 1.428 -0.550


Stability summary - winner: 2; margin: 0.399 eV.